Here is one molecule with the formula C18H27NO4 in a non-equilibrium geometry from the Open Molecules 2025 dataset. Energies are from the ωB97M-V functional and the def2-TZVPD basis.

CARTESIAN COORDINATES (ANGSTROEM)
O -2.84932 1.43943 -1.87314
O 2.50789 -2.16576 1.23379
O 2.58426 1.16146 -0.03425
O 1.79591 3.07138 1.07058
C -1.91967 0.59587 -1.63944
C 1.58603 -1.63812 0.63373
C 1.86689 1.66470 0.82221
C -1.26084 0.46579 -0.30955
C -0.30018 -0.50192 -0.12176
N -1.30360 2.83396 5.31073
C 2.68312 3.91572 0.28574
C 0.82902 -0.19627 -3.21788
C -0.41512 -2.39365 -3.50247
C 1.34373 -2.24836 -0.78364
C -1.81844 -0.51744 -2.67359
C -0.01514 2.13138 5.23114
C 0.81268 2.66434 4.04032
C 2.07695 1.84676 3.80056
C -0.06766 -1.61420 -1.17598
C -0.32908 -1.16002 -2.61349
C 0.55919 -0.63257 1.09756
C 1.85242 0.55456 3.03991
C 1.04195 0.69784 1.71272
H -1.55514 1.16608 0.43167
H -1.27967 3.70494 4.71599
H -1.97613 2.16702 4.90904
H 3.68551 3.42511 0.06448
H 2.76466 4.90812 0.84020
H 2.22751 4.04338 -0.68228
H 1.81985 -0.71523 -3.31408
H 0.95004 0.70582 -2.60330
H 0.52178 0.07720 -4.18576
H -1.35095 -2.97769 -3.25747
H -0.61491 -2.09979 -4.51920
H 0.47160 -2.90862 -3.58106
H 1.24014 -3.32937 -0.89180
H 2.18144 -1.99076 -1.47234
H -1.97934 -0.11696 -3.64885
H -2.60702 -1.20451 -2.59129
H -0.15364 1.05397 5.05383
H 0.54644 2.29562 6.10366
H 1.15414 3.65429 4.33474
H 0.33558 2.79425 3.17514
H 2.74417 2.48007 3.31965
H 2.60437 1.60035 4.75701
H -0.85809 -2.41249 -0.96338
H -0.10842 -1.09218 1.80551
H 2.82602 0.07495 2.71316
H 1.38482 -0.11492 3.73128
H 0.22309 1.29528 1.88050

ΔE to the lowest compared entry with this formula, charge and spin = 80.58 kcal/mol
HOMO-LUMO gap = 9.22 eV
net charge = 0
HOMO = -9.3 eV



Here is C3H4LiO3Sn as an isolated structure in a non-equilibrium geometry from the Open Molecules 2025 dataset. Energies are from the ωB97M-V functional and the def2-TZVPD basis.

CARTESIAN COORDINATES (ANGSTROEM)
C -1.48254 0.16783 -1.14817
C -1.09004 -0.95597 -0.39182
H -1.72465 -0.58047 -2.04709
H -2.51125 0.16379 -0.67971
H -1.55743 -0.99365 0.60564
O 0.96703 0.70098 1.18260
C 2.06437 0.15266 0.85948
O 2.21673 -0.76203 0.04434
O 3.15422 0.64824 1.35446
Sn 0.22002 2.10452 1.99344
Li 0.84582 -1.83752 -0.71929
H -1.10229 1.19163 -1.05388

2S+1 = 2
ΔE to the lowest compared entry with this formula, charge and spin = 107.73 kcal/mol
HOMO-LUMO gap (spin up / spin down) = 6.15 / 5.30 eV
net charge = +2
HOMO (spin up / spin down) = -16.9 / -16.9 eV



Here is a 2-piece molecular cluster, C3H5N2O3S overall in a non-equilibrium geometry from the Open Molecules 2025 dataset. Energies are from the ωB97M-V functional and the def2-TZVPD basis.

CARTESIAN COORDINATES (ANGSTROEM)
C 3.12456 -2.04118 -0.93018
C 1.46263 -0.04088 -0.44486
C 3.85215 -0.50460 0.71349
N 0.28782 0.30325 -0.82432
N -5.74150 1.11632 0.91118
O 1.17510 0.44089 -1.82954
O -0.87755 0.42511 -0.66315
O 3.83069 -1.47951 -0.11651
S 2.54650 0.80768 0.60318
H 3.03006 -1.86907 -1.99692
H 4.40356 -0.69371 1.58009
H -5.76551 0.36285 1.59664
H -6.42890 1.90362 1.05175
H -4.89961 1.26921 0.34913

ΔE to the lowest compared entry with this formula, charge and spin = 168.26 kcal/mol
HOMO-LUMO gap (spin up / spin down) = 4.11 / 4.40 eV
net charge = +1
HOMO (spin up / spin down) = -11.0 / -11.0 eV



Here is a 2-piece molecular cluster, C3H6Cl3FSi overall in a non-equilibrium geometry from the Open Molecules 2025 dataset. Energies are from the ωB97M-V functional and the def2-TZVPD basis.

CARTESIAN COORDINATES (ANGSTROEM)
C -0.26133 -1.01049 -0.79917
C 0.11407 -0.61545 0.54188
C -0.14763 -1.29153 1.60455
F 0.07948 -0.76759 2.84233
Si 2.98877 -3.36062 -2.34900
Cl 4.68873 -2.38725 -1.69045
Cl 2.95851 -5.21135 -1.64426
Cl 3.00606 -3.15568 -4.33286
H 0.34515 -0.19919 -1.39354
H -0.07552 -2.08012 -1.03982
H -1.31520 -0.88951 -1.04420
H 1.68243 -2.67299 -2.15022
H 0.34209 0.39574 0.67989
H -0.50766 -2.31033 1.63440

HOMO-LUMO gap = 10.22 eV
net charge = 0
HOMO = -9.7 eV



Here is a 2-piece molecular cluster, C3H9N2O2 overall in a non-equilibrium geometry from the Open Molecules 2025 dataset. Energies are from the ωB97M-V functional and the def2-TZVPD basis.

CARTESIAN COORDINATES (ANGSTROEM)
C -0.08787 2.02518 -0.49069
N -0.90101 -0.02765 2.43531
C -0.21644 0.44899 1.41100
N -0.68038 1.42619 0.70413
H -0.83552 2.04442 -1.29014
H 0.75339 1.40759 -0.81338
H 0.29417 3.03968 -0.25610
H -1.87041 -0.06810 2.22819
H -0.42104 -0.79115 2.89336
H 0.78121 0.05504 1.15929
H -1.53414 1.84597 1.00825
O 0.35649 -1.75982 -0.45038
C 0.94839 -2.19807 -1.38947
O 0.31901 -2.57261 -2.55643
H 2.04860 -2.32482 -1.34983
H 1.04554 -2.55081 -3.24312

ΔE to the lowest compared entry with this formula, charge and spin = 23.96 kcal/mol
HOMO-LUMO gap = 11.15 eV
net charge = +1
HOMO = -14.5 eV



Here is a 11-piece molecular cluster, H21O11 overall in a non-equilibrium geometry from the Open Molecules 2025 dataset. Energies are from the ωB97M-V functional and the def2-TZVPD basis.

CARTESIAN COORDINATES (ANGSTROEM)
O 1.57173 -0.19510 4.17936
H 1.26983 0.41481 3.49882
H -0.54805 0.06745 -1.24470
O -0.43119 0.56997 -2.06790
H 0.18113 -4.47159 -2.08311
H -2.33316 3.26909 0.26542
O -0.25248 -2.43771 -0.61510
H -0.43644 -3.33340 -2.87240
H 2.55496 -0.15345 -0.66263
O -0.35787 0.79912 0.83141
H -1.05136 0.52149 0.23837
H -0.33214 3.09709 1.96292
O 2.06470 -2.66519 1.05467
H 1.52252 2.60312 0.24273
H 2.51967 -0.05958 4.29046
O 1.83362 -0.36943 -0.06066
H 2.00023 1.27029 0.48917
H -1.73597 2.22539 -0.60599
O -2.60530 2.57062 -0.35602
H 0.64816 -2.12012 -0.42726
O -0.14436 -4.24655 -2.96919
H -0.93882 -1.96457 -0.13753
H -3.29174 0.40340 -1.94351
O -3.44748 -0.42918 -2.42162
H -3.53148 -0.08251 -3.32025
H 0.47298 0.21054 -2.13833
O 2.20378 2.20095 0.80519
H 1.87377 -1.72627 0.71032
H 0.38053 0.14097 0.82161
O -0.74613 3.92003 1.68311
H 2.94760 -2.47558 1.39173
H -0.29956 4.33358 0.94514

ΔE to the lowest compared entry with this formula, charge and spin = 39.94 kcal/mol
HOMO-LUMO gap = 9.11 eV
net charge = -1
HOMO = -6.2 eV



| no. | electronic energy (Eh) |
| --- | --- |
| 1 | -1057.71283 |
| 2 | -563.39573 |
| 3 | -849.99879 |
| 4 | -1887.93534 |
| 5 | -379.46664 |
| 6 | -840.28069 |